{"formula": "C3H11N2S", "method": "wB97M-V/def2-TZVPD", "species": ["C", "C", "C", "N", "N", "S", "H", "H", "H", "H", "H", "H", "H", "H", "H", "H", "H"], "positions_angstrom": [[0.054, -1.744, 0.082], [-0.247, -0.289, -0.538], [0.530, 0.676, 0.444], [1.842, 0.875, 0.507], [-1.627, 0.113, -0.631], [-0.372, 1.420, 1.705], [-0.370, -2.455, -0.585], [1.129, -1.963, 0.135], [-0.496, -1.913, 1.023], [0.283, -0.375, -1.452], [0.217, 2.294, -0.465], [2.238, 1.457, 1.262], [2.304, 0.765, -0.379], [0.626, 2.386, -1.303], [-2.207, 0.113, 0.152], [-1.593, 1.115, -0.959], [0.564, 2.347, 1.843]], "lowdin_charge": [-0.011, -0.400, -0.698, 0.120, 0.047, 0.992, 0.073, 0.091, 0.093, 0.130, 0.057, 0.141, 0.137, 0.163, 0.046, 0.095, -0.078], "charge": 1, "e_above_lowest_kcal_mol": 79.5, "orbital_gap_ev": 9.067, "homo_energy_ha": -0.523}


{"formula": "C3H11N2S2", "method": "wB97M-V/def2-TZVPD", "species": ["S", "S", "C", "C", "C", "N", "N", "H", "H", "H", "H", "H", "H", "H", "H", "H", "H", "H"], "positions_angstrom": [[2.024, 3.224, -0.108], [1.784, 1.654, 1.211], [0.036, 1.130, 0.984], [-0.197, 0.096, -0.109], [-1.365, -0.808, 0.209], [-1.620, -1.597, -1.001], [0.993, -0.911, -0.285], [3.028, 2.785, -0.832], [-0.571, 2.058, 0.790], [-0.456, 0.967, 1.879], [-0.085, 0.610, -1.117], [-2.080, -0.123, 0.570], [-1.070, -1.522, 0.988], [-2.295, -1.191, -1.556], [-1.997, -2.670, -0.768], [0.757, -1.783, -0.802], [1.251, -1.406, 0.607], [1.861, -0.515, -0.659]], "lowdin_charge": [0.381, 0.455, -0.510, -0.326, -0.237, -0.002, 0.160, -0.207, 0.111, 0.055, 0.175, 0.113, 0.137, 0.037, 0.180, 0.159, 0.177, 0.142], "charge": 1, "smiles": "NC[C@H]([NH3+])CSS", "e_above_lowest_kcal_mol": 41.6, "orbital_gap_ev": 9.160, "homo_energy_ha": -0.460}


{"formula": "C3H11N2S2", "method": "wB97M-V/def2-TZVPD", "species": ["C", "C", "C", "N", "N", "S", "S", "H", "H", "H", "H", "H", "H", "H", "H", "H", "H", "H"], "positions_angstrom": [[-1.230, 1.394, -0.729], [-0.184, -1.222, 0.137], [0.052, 1.038, 0.052], [0.973, -1.619, -0.574], [-0.320, -1.781, 1.354], [0.084, 1.405, 1.896], [1.670, 1.244, -0.720], [-2.013, 0.979, -0.041], [-1.287, 2.541, -0.741], [-1.354, 1.045, -1.746], [-1.127, -1.197, -0.360], [0.937, -1.847, -1.616], [1.427, -2.284, 0.051], [0.908, 1.348, -1.817], [0.518, -1.802, 1.911], [-1.125, -1.340, 1.883], [0.557, 2.642, 1.875], [1.513, -0.545, -0.814]], "lowdin_charge": [-0.183, -0.346, -0.999, 0.094, 0.074, 0.698, 0.858, 0.085, 0.111, 0.070, 0.124, 0.200, 0.158, -0.068, 0.100, 0.141, -0.144, 0.028], "charge": 1, "e_above_lowest_kcal_mol": 89.0, "orbital_gap_ev": 8.776, "homo_energy_ha": -0.447}


{"formula": "C3H11N3", "method": "wB97M-V/def2-TZVPD", "species": ["C", "C", "N", "H", "H", "H", "H", "H", "N", "C", "N", "H", "H", "H", "H", "H", "H"], "positions_angstrom": [[2.410, 0.963, 0.358], [2.151, -0.705, -1.198], [1.650, -0.185, -0.156], [1.644, 1.572, 0.863], [3.086, 0.672, 1.161], [2.893, 1.589, -0.391], [1.869, -1.709, -1.505], [2.994, -0.225, -1.709], [-2.044, 0.921, -0.200], [-1.470, -0.326, 0.309], [-2.464, -1.201, 0.916], [-1.956, 0.985, -1.204], [-3.021, 1.072, 0.005], [-0.715, -0.115, 1.061], [-1.042, -0.857, -0.534], [-3.266, -1.439, 0.359], [-2.719, -1.011, 1.869]], "lowdin_charge": [-0.146, -0.076, -0.082, 0.068, 0.076, 0.069, 0.064, 0.069, -0.020, -0.374, -0.012, 0.044, 0.048, 0.081, 0.086, 0.054, 0.051], "smiles": "C=NC.NCN", "e_above_lowest_kcal_mol": 43.7, "orbital_gap_ev": 9.487, "homo_energy_ha": -0.309}


{"formula": "C3H11N3", "method": "wB97M-V/def2-TZVPD", "species": ["C", "N", "C", "N", "C", "N", "H", "H", "H", "H", "H", "H", "H", "H", "H", "H", "H"], "positions_angstrom": [[-0.563, 0.071, 0.807], [0.645, 0.187, -0.016], [1.680, -0.776, 0.319], [2.739, -1.085, -0.653], [-1.762, 1.005, 0.277], [-2.586, 0.315, -0.679], [-0.665, -1.041, 0.938], [-0.267, 0.261, 1.805], [0.344, 0.230, -1.165], [2.030, -0.538, 1.316], [1.151, -1.670, 0.386], [3.650, -0.600, -0.493], [2.302, -0.688, -1.480], [-1.234, 1.878, -0.120], [-2.296, 1.339, 1.125], [-3.169, 1.091, -0.899], [-2.000, 0.023, -1.467]], "lowdin_charge": [-0.230, -0.142, -0.360, 0.009, -0.270, -0.009, 0.111, 0.083, 0.186, 0.119, 0.069, 0.080, 0.045, 0.102, 0.087, 0.053, 0.069], "smiles": "NCCNCN", "e_above_lowest_kcal_mol": 57.1, "orbital_gap_ev": 9.449, "homo_energy_ha": -0.309}


{"formula": "C3H11N3", "method": "wB97M-V/def2-TZVPD", "species": ["C", "N", "C", "N", "C", "N", "H", "H", "H", "H", "H", "H", "H", "H", "H", "H", "H"], "positions_angstrom": [[-0.088, 0.174, 1.142], [-0.285, -1.139, 0.542], [1.015, -1.639, -0.089], [1.650, -0.718, -1.123], [-0.764, 1.356, 0.282], [-1.466, 0.737, -1.104], [1.032, 0.289, 1.322], [-0.444, 0.183, 2.186], [-1.143, -1.001, -0.101], [0.726, -2.563, -0.581], [1.656, -1.835, 0.790], [1.179, -0.701, -2.039], [1.664, 0.237, -0.776], [-1.174, 2.042, 1.247], [0.082, 1.940, -0.087], [-1.784, 1.676, -1.625], [-1.856, 0.962, 0.013]], "lowdin_charge": [-0.278, -0.119, -0.243, -0.004, -0.287, -0.044, 0.117, 0.090, 0.099, 0.093, 0.104, 0.062, 0.028, 0.174, 0.084, 0.087, 0.038], "e_above_lowest_kcal_mol": 131.6, "orbital_gap_ev": 9.226, "homo_energy_ha": -0.309}


{"formula": "C3H11N3", "method": "wB97M-V/def2-TZVPD", "species": ["C", "C", "C", "H", "H", "H", "H", "H", "H", "H", "H", "H", "H", "H", "N", "N", "N"], "positions_angstrom": [[-1.826, -1.232, 0.148], [2.275, 2.165, -0.636], [1.840, 1.052, 0.323], [-4.150, -1.988, 0.132], [-4.090, -2.591, 1.697], [-0.843, -0.816, 0.111], [-2.402, -1.172, -0.772], [2.408, 3.117, -0.093], [3.221, 1.913, -1.146], [1.483, 2.354, -1.400], [2.602, 0.833, 1.082], [0.955, 1.382, 0.875], [0.721, -0.052, -0.977], [2.267, -0.444, -0.959], [-3.563, -2.459, 0.829], [-2.389, -1.841, 1.117], [1.492, -0.221, -0.333]], "lowdin_charge": [-0.074, -0.123, -0.349, 0.081, 0.082, 0.015, 0.058, 0.067, 0.068, 0.075, 0.102, 0.098, 0.045, 0.065, -0.043, -0.135, -0.032], "smiles": "C=NN.CCN", "e_above_lowest_kcal_mol": 49.1, "orbital_gap_ev": 10.045, "homo_energy_ha": -0.331}


{"formula": "C3H11N3", "method": "wB97M-V/def2-TZVPD", "species": ["N", "C", "C", "N", "H", "H", "H", "H", "H", "H", "H", "H", "C", "N", "H", "H", "H"], "positions_angstrom": [[0.040, 0.901, -0.615], [-1.115, 1.014, 0.310], [-1.577, -0.404, 0.646], [-2.656, -0.406, 1.639], [0.821, 0.403, -0.134], [0.366, 1.838, -0.844], [-1.999, 1.446, -0.161], [-0.848, 1.651, 1.176], [-1.902, -0.868, -0.285], [-0.709, -0.997, 1.001], [-3.022, -1.342, 1.722], [-2.489, 0.126, 2.489], [2.750, -0.736, -1.692], [3.105, -0.186, -0.581], [1.895, -0.392, -2.253], [3.288, -1.577, -2.150], [4.050, -0.472, -0.267]], "mulliken_spin": [0.051, 0.029, 0.027, 0.818, -0.005, -0.001, -0.002, -0.001, 0.022, 0.084, -0.012, -0.012, 0.000, 0.001, 0.000, 0.000, 0.000], "multiplicity": 2, "charge": 1, "e_above_lowest_kcal_mol": 44.4, "orbital_gap_ev": [9.406, 3.911], "s_squared": 0.7549, "homo_energy_ha": [-0.476, -0.475]}


{"formula": "C3H11N3", "method": "wB97M-V/def2-TZVPD", "species": ["C", "C", "C", "N", "N", "N", "H", "H", "H", "H", "H", "H", "H", "H", "H", "H", "H"], "positions_angstrom": [[-1.208, -0.408, -1.371], [1.453, 0.907, -0.892], [0.282, -0.631, 1.675], [-2.306, -0.643, -1.994], [0.257, 0.928, -0.218], [0.291, 0.812, 1.220], [-0.466, -1.131, -1.426], [-3.108, 0.085, -2.082], [2.339, 1.385, -0.387], [1.981, 0.047, -1.135], [1.200, 1.221, -1.910], [-0.810, -0.933, 2.023], [0.528, -1.305, 0.847], [0.813, -0.662, 2.706], [-2.385, -1.532, -2.700], [1.120, 1.132, 1.696], [-0.421, 1.374, 1.700]], "lowdin_charge": [0.193, -0.090, 0.017, 0.171, 0.007, 0.012, 0.078, 0.208, 0.159, 0.097, 0.129, 0.149, 0.093, 0.152, 0.251, 0.172, 0.202], "charge": 2, "e_above_lowest_kcal_mol": 139.4, "orbital_gap_ev": [8.657, 8.861], "homo_energy_ha": [-0.701, -0.710]}


{"formula": "C3H11N3O", "method": "wB97M-V/def2-TZVPD", "species": ["C", "C", "C", "N", "O", "H", "H", "H", "H", "H", "H", "H", "H", "H", "N", "N", "H", "H"], "positions_angstrom": [[0.814, 1.101, -0.402], [-1.119, -0.811, 1.721], [0.434, 2.162, -1.396], [0.142, -1.357, 1.899], [1.809, 0.335, -0.582], [0.056, -1.935, -2.010], [0.512, 1.359, 0.624], [0.265, -2.284, 1.516], [0.913, -0.768, 1.589], [-1.243, 0.174, 2.154], [-1.938, -1.513, 1.868], [0.665, 1.834, -2.411], [1.008, 3.071, -1.183], [-0.623, 2.415, -1.308], [-0.848, -0.282, -0.704], [-0.110, -1.286, -1.068], [0.741, -1.660, -0.637], [-1.478, -0.555, 0.330]], "lowdin_charge": [-0.419, -0.137, -0.077, 0.026, -0.115, 0.180, 0.094, 0.081, 0.076, 0.087, 0.085, 0.078, 0.081, 0.068, -0.077, -0.152, 0.063, 0.058], "e_above_lowest_kcal_mol": 156.3, "orbital_gap_ev": [7.531, 7.544], "homo_energy_ha": [-0.287, -0.288]}


{"formula": "C3H11N3O", "method": "wB97M-V/def2-TZVPD", "species": ["C", "C", "C", "N", "N", "N", "O", "H", "H", "H", "H", "H", "H", "H", "H", "H", "H", "H"], "positions_angstrom": [[0.711, -0.863, -0.042], [-0.299, -0.074, 0.781], [-0.178, 1.440, 0.772], [-1.893, -0.032, -1.131], [0.977, -0.422, -1.374], [1.869, -0.563, 0.847], [-1.704, -0.466, 0.225], [0.435, -1.930, -0.040], [-0.399, -0.477, 1.791], [-2.284, -0.839, -1.616], [-2.629, 0.675, -1.104], [0.220, -0.682, -1.998], [1.010, 0.600, -1.414], [1.906, -1.159, 1.666], [2.733, -0.642, 0.323], [-0.194, 1.827, -0.245], [-1.027, 1.870, 1.298], [0.746, 1.738, 1.260]], "lowdin_charge": [-0.452, -0.292, -0.059, -0.004, 0.054, 0.033, -0.221, 0.144, 0.138, 0.083, 0.082, 0.062, 0.073, 0.074, 0.069, 0.063, 0.079, 0.074], "smiles": "C[C@@H](ON)C(N)N", "e_above_lowest_kcal_mol": 66.7, "orbital_gap_ev": 9.704, "homo_energy_ha": -0.319}


{"formula": "C3H11N3O", "method": "wB97M-V/def2-TZVPD", "species": ["N", "C", "O", "H", "H", "H", "H", "C", "C", "N", "N", "H", "H", "H", "H", "H", "H", "H"], "positions_angstrom": [[1.834, 0.591, -1.165], [1.249, 1.838, -0.730], [-0.160, 1.929, -0.844], [1.360, -0.175, -0.714], [1.693, 0.481, -2.160], [1.564, 2.028, 0.297], [1.658, 2.641, -1.342], [-0.747, -0.923, 1.287], [-1.104, -1.191, 0.041], [-1.617, -2.482, -0.311], [-0.177, 0.316, 1.728], [-0.875, -1.691, 2.046], [-1.025, -0.454, -0.753], [-2.503, -2.394, -0.789], [-0.986, -2.946, -0.963], [-0.547, 1.635, -0.001], [0.836, 0.278, 1.690], [-0.454, 0.520, 2.680]], "lowdin_charge": [0.024, -0.372, -0.095, 0.032, 0.067, 0.098, 0.110, -0.190, -0.220, 0.000, 0.013, 0.105, 0.092, 0.065, 0.071, 0.043, 0.076, 0.080], "smiles": "N/C=C/N.NCO", "e_above_lowest_kcal_mol": 39.8, "orbital_gap_ev": 10.305, "homo_energy_ha": -0.344}


{"formula": "C3H11N3O", "method": "wB97M-V/def2-TZVPD", "species": ["C", "C", "C", "N", "N", "N", "O", "H", "H", "H", "H", "H", "H", "H", "H", "H", "H", "H"], "positions_angstrom": [[1.267, -0.025, 0.027], [-1.014, 0.117, -1.426], [-1.266, 0.690, 1.028], [1.803, 1.176, -0.003], [1.726, -1.218, 0.123], [-0.735, -0.262, 0.006], [-0.948, -1.533, 0.260], [-2.157, 0.259, -1.572], [-0.551, 0.989, -1.795], [-0.725, -0.806, -1.883], [-0.866, 1.664, 1.044], [-2.333, 0.838, 0.649], [-1.307, 0.379, 2.048], [2.866, 1.230, 0.030], [1.071, 1.867, 0.030], [2.665, -1.590, 0.376], [1.224, -2.095, -0.154], [-0.721, -1.682, 1.211]], "lowdin_charge": [-0.140, 0.069, 0.058, 0.261, 0.230, -0.254, 0.107, 0.169, 0.102, 0.111, 0.093, 0.160, 0.118, 0.218, 0.133, 0.197, 0.178, 0.189], "charge": 2, "e_above_lowest_kcal_mol": 98.2, "orbital_gap_ev": 10.365, "homo_energy_ha": -0.753}


{"formula": "C3H11N3O", "method": "wB97M-V/def2-TZVPD", "species": ["C", "C", "C", "N", "N", "N", "O", "H", "H", "H", "H", "H", "H", "H", "H", "H", "H", "H"], "positions_angstrom": [[-1.646, -0.047, 0.025], [1.255, 1.010, 0.921], [1.367, -0.166, -1.390], [-2.104, 1.105, 0.273], [-1.917, -1.225, -0.364], [0.836, -0.131, 0.000], [0.796, -1.448, 0.454], [1.027, 0.638, 1.961], [2.286, 1.203, 0.765], [0.604, 1.792, 0.749], [2.407, -0.601, -1.444], [0.727, -0.854, -2.040], [1.663, 0.776, -1.922], [-3.056, 1.381, 0.186], [-1.567, 1.798, 0.901], [-2.757, -1.737, -0.014], [-1.162, -1.829, -0.403], [1.241, -1.664, 1.342]], "lowdin_charge": [-0.076, 0.076, 0.011, 0.258, 0.270, -0.159, 0.023, 0.140, 0.114, 0.062, 0.142, 0.135, 0.135, 0.160, 0.200, 0.208, 0.094, 0.209], "charge": 2, "e_above_lowest_kcal_mol": 125.3, "orbital_gap_ev": [8.054, 9.448], "homo_energy_ha": [-0.706, -0.732]}


Per-record E, Ha: -628.25045; -1026.50374; -1026.42828; -285.10821; -285.08676; -284.96806; -285.09965; -284.78758; -284.25556; -360.18836; -360.33112; -360.37391; -359.60112; -359.55796